Formula: C5H10N4S2
Source: OMol25
Level of theory: ωB97M-V/def2-TZVPD

Computed properties:
calculated total energy = -32965.597 eV
HOMO level = -4.9875 eV
largest force on an atom = 0.176 Eh/bohr

Geometry (Å):
C  0.205  0.875  -1.651
C  -1.166  0.525  -2.067
C  -1.659  -0.819  -1.921
C  1.065  -1.903  3.494
C  -0.116  -0.038  1.699
H  0.195  2.513  -3.015
H  1.641  2.236  -2.047
H  -1.386  1.056  -3.011
H  -0.954  -1.618  -1.510
H  -2.435  -1.304  -2.589
H  -1.778  0.127  -0.080
H  1.398  -2.735  4.093
H  0.762  -0.997  4.091
H  1.188  -1.031  0.618
H  -0.747  -0.102  2.549
N  0.792  1.719  -2.419
N  -2.180  0.300  -1.041
N  1.154  -2.066  2.254
N  0.772  -0.978  1.522
S  1.039  0.049  -0.382
S  -0.516  1.025  0.467